Formula: C18H54BrHfO9S9
Source: OMol25
Level of theory: the ωB97M-V functional and the def2-TZVPD basis

Positions of all 92 atoms, in Å:
1 Hf -0.56845 0.27589 -0.22893
2 Br -3.34277 0.71371 -1.06230
3 C 2.10323 -0.84423 3.80293
4 S 0.45933 -1.20924 3.05870
5 O 0.41294 -0.63318 1.64293
6 C 0.73355 -3.03959 2.96129
7 H 2.15148 -1.22761 4.82214
8 H 2.11045 0.24279 3.88312
9 H 2.86072 -1.25710 3.13671
10 H 1.27712 -3.27799 3.87552
11 H 1.28333 -3.31892 2.06251
12 H -0.24368 -3.52107 2.92515
13 C -2.71378 -1.35798 -4.40469
14 S -0.94184 -1.22026 -3.89444
15 O -0.86859 -0.68800 -2.42539
16 C -0.59270 -2.98230 -3.73641
17 H -3.12817 -0.48868 -4.91528
18 H -3.33362 -1.56782 -3.53299
19 H -2.69421 -2.21377 -5.07948
20 H 0.27858 -3.08575 -3.08967
21 H -0.32505 -3.47408 -4.67162
22 H -1.34246 -3.59869 -3.24041
23 C -0.38442 -4.70568 -0.51931
24 S -1.44185 -3.34762 0.21753
25 O -0.99704 -1.99753 -0.34883
26 C -3.06650 -3.86859 -0.63040
27 H -0.71151 -4.89480 -1.54174
28 H -0.46550 -5.58206 0.12372
29 H 0.67136 -4.46826 -0.64991
30 H -3.84729 -3.15485 -0.36762
31 H -3.27611 -4.92442 -0.45901
32 H -2.89253 -3.79309 -1.70378
33 C 3.64141 -2.17837 0.24771
34 S 2.23697 -2.22370 -0.91994
35 O 1.35305 -1.01079 -0.67998
36 C 3.09196 -1.91382 -2.50345
37 H 3.46242 -2.91975 1.02643
38 H 3.65299 -1.25119 0.82069
39 H 4.56237 -2.41638 -0.28453
40 H 2.25996 -1.69373 -3.17236
41 H 3.72354 -2.76526 -2.75692
42 H 3.70976 -1.01653 -2.46746
43 C -2.85080 -2.10577 3.68453
44 S -3.02707 -0.61494 2.60928
45 O -2.07992 -0.67467 1.40833
46 C -4.70928 -1.09480 2.05910
47 H -3.63388 -2.09812 4.44271
48 H -1.83867 -2.21064 4.07529
49 H -3.05147 -2.93803 3.00986
50 H -5.35343 -1.30548 2.91279
51 H -4.73011 -1.86466 1.28775
52 H -5.01350 -0.18170 1.54745
53 C 0.29004 5.19710 -0.13073
54 S -0.44331 3.88902 -1.26106
55 O -0.63869 2.53684 -0.53312
56 C -2.20402 4.63726 -1.37416
57 H 1.36267 5.05640 0.00260
58 H -0.23425 5.04648 0.81295
59 H 0.08647 6.19092 -0.52947
60 H -2.08354 5.46933 -2.06788
61 H -2.63464 4.91897 -0.41327
62 H -2.96109 3.95099 -1.75361
63 C 2.92556 2.86236 2.04801
64 S 2.78725 1.24046 1.13860
65 O 1.43323 1.31896 0.45796
66 C 4.10141 1.41343 -0.16023
67 H 2.48034 3.69723 1.50683
68 H 3.92749 3.10874 2.39947
69 H 2.40230 2.84620 3.00406
70 H 3.99657 2.31158 -0.76886
71 H 4.04528 0.59267 -0.87529
72 H 5.05012 1.33536 0.37076
73 C -0.48527 2.31742 4.20686
74 S -0.80489 2.89549 2.58520
75 O -0.93126 1.71144 1.60915
76 C -2.66995 3.30766 2.75957
77 H 0.59436 2.16786 4.19499
78 H -0.99368 1.38942 4.46844
79 H -0.65845 3.04143 5.00305
80 H -3.22928 2.53295 3.28405
81 H -3.07148 3.45704 1.75729
82 H -2.79371 4.29328 3.20827
83 C 2.22144 2.98669 -3.21240
84 S 2.09700 1.20552 -2.82700
85 O 0.80985 0.94496 -1.99783
86 C 1.72869 0.80913 -4.57152
87 H 2.27528 3.62378 -2.32961
88 H 1.38791 3.30848 -3.83673
89 H 3.11577 3.28461 -3.75968
90 H 2.10436 -0.20802 -4.68280
91 H 2.36254 1.40424 -5.22892
92 H 0.68153 0.89544 -4.86152

Properties
- LUMO level (alpha / beta) (Ha) = -0.1407 / -0.1410
- spin multiplicity = 2
- HOMO (alpha / beta) (eV) = -7.55 / -11.88
- gap between HOMO and LUMO (alpha / beta) (eV) = 3.7 / 8.0
- total charge = +2
- ⟨S²⟩ = 0.75
- DFT total energy (eV) = -206816.237
- ΔE to the lowest compared entry with this formula, charge and spin (kcal per mole) = 7.6

Charges per atom according to Löwdin partitioning, unit e: Hf 1.47; Br -0.05; C -0.22; S 0.93; O -0.67; C -0.20; H 0.07; H 0.03; H 0.05; H 0.06; H 0.05; H 0.03; C -0.21; S 0.94; O -0.72; C -0.24; H 0.06; H 0.04; H 0.05; H 0.03; H 0.07; H 0.04; C -0.22; S 0.92; O -0.69; C -0.16; H 0.03; H 0.06; H 0.01; H 0.04; H 0.06; H 0.03; C -0.22; S 0.90; O -0.67; C -0.23; H 0.04; H 0.01; H 0.06; H 0.02; H 0.07; H 0.03; C -0.23; S 0.89; O -0.75; C -0.23; H 0.07; H 0.01; H 0.04; H 0.07; H 0.05; H 0.03; C -0.21; S 0.94; O -0.74; C -0.19; H 0.03; H 0.02; H 0.06; H 0.05; H 0.05; H 0.03; C -0.19; S 0.92; O -0.66; C -0.22; H 0.04; H 0.06; H 0.03; H 0.05; H 0.01; H 0.06; C -0.27; S 0.92; O -0.69; C -0.16; H 0.02; H 0.06; H 0.08; H 0.05; H 0.04; H 0.05; C -0.26; S 0.94; O -0.66; C -0.23; H 0.03; H 0.06; H 0.07; H 0.03; H 0.07; H 0.05